No. 1
DFT (ωB97M-V with the def2-TZVPD basis set) results for a molecular structure, C39H43CaF6N6OSSb.

Structure (XYZ):
```
98
Properties=species:S:1:pos:R:3:forces:R:3
Ca -0.945987 0.185307 1.056269 0.49 0.11 -0.43
C 0.389818 2.594546 -3.498096 0.02 -0.08 0.05
C 0.144198 2.935739 -2.051142 0.03 0.04 -0.01
C 1.197756 3.101453 -1.162173 -0.02 0.10 -0.02
C 0.985518 3.531042 0.150882 -0.01 -0.04 -0.02
C 2.165604 3.816883 1.042080 0.00 -0.01 -0.01
C -0.318412 3.761883 0.577873 -0.07 -0.14 -0.14
C -1.402511 3.590717 -0.294006 0.02 0.03 0.08
C -2.794135 3.971444 0.138628 0.05 0.00 0.06
C -1.152372 3.165022 -1.592680 -0.04 0.04 0.00
H 0.462938 3.507420 -4.093577 0.00 -0.01 0.01
H -0.429741 2.002085 -3.910444 0.01 0.03 0.01
H 1.318278 2.033426 -3.629800 -0.05 0.04 0.02
H 2.215616 2.944960 -1.510651 -0.03 0.00 0.01
H 2.732507 4.664918 0.653525 0.01 -0.01 0.00
H 2.849659 2.965249 1.091006 -0.02 0.02 0.01
H 1.851553 4.070138 2.054501 0.01 0.00 -0.02
H -0.509422 4.117322 1.586319 0.05 0.00 -0.02
H -2.929288 5.050356 0.035676 0.00 0.00 0.01
H -2.973532 3.719265 1.184616 -0.01 0.00 -0.02
H -3.551361 3.487749 -0.476834 -0.01 -0.02 -0.02
H -1.985371 3.047476 -2.280546 0.01 0.01 0.02
C 0.462503 -4.790214 -2.016059 0.02 -0.04 -0.02
C 1.730622 -4.431592 -1.571585 0.03 0.00 0.01
C 1.880675 -3.445283 -0.614166 -0.02 0.02 -0.02
C 0.750095 -2.806777 -0.106725 0.00 -0.24 -0.25
C -0.519689 -3.161750 -0.549100 0.02 -0.02 0.02
C -0.660169 -4.161426 -1.499488 -0.04 0.01 0.01
N 0.844192 -1.722885 0.804925 -0.16 0.16 0.08
N 1.921723 -1.648267 1.406664 0.19 -0.28 -0.07
C 2.060200 -0.548617 2.284536 0.00 0.30 0.22
C 3.142398 -0.592743 3.141078 0.06 0.01 0.05
C 3.301174 0.441419 4.054106 0.03 -0.03 0.02
C 2.380369 1.472317 4.063254 0.06 0.03 0.03
C 1.339448 1.443295 3.149111 -0.07 -0.07 -0.13
N 1.178028 0.455091 2.267241 -0.04 0.06 0.10
H 0.353183 -5.563084 -2.766346 0.00 0.02 0.01
H 2.605513 -4.919778 -1.981973 -0.02 0.01 0.01
H 2.861814 -3.144590 -0.272493 -0.03 -0.01 0.00
H -1.386939 -2.665789 -0.135190 -0.01 0.02 0.02
H -1.647660 -4.446365 -1.840440 0.02 0.01 0.01
H 3.821691 -1.431548 3.087672 0.00 0.01 0.00
H 4.129613 0.434417 4.750056 -0.01 0.00 -0.01
H 2.455061 2.294864 4.760063 0.01 -0.01 0.00
H 0.602467 2.237379 3.128707 0.01 -0.04 0.00
C 4.635185 0.896623 -3.194526 0.00 0.03 -0.02
C 4.069119 -0.216726 -2.303432 0.03 -0.04 0.05
C 4.866653 -1.509642 -2.522292 0.01 -0.05 0.01
C 4.228753 0.200904 -0.839308 -0.02 -0.01 0.00
C 2.608246 -0.453353 -2.673659 0.03 0.03 -0.03
C 2.287626 -0.936679 -3.960596 -0.05 -0.03 -0.07
C 0.988495 -1.143076 -4.373870 0.09 -0.01 -0.02
C -0.034239 -0.854513 -3.473277 -0.07 -0.06 -0.02
S -1.753133 -0.947348 -3.668242 -0.03 0.04 -0.04
C -1.955446 -0.333976 -2.060839 0.12 -0.09 -0.19
N -0.847800 -0.103462 -1.421228 -0.17 0.09 0.30
C 0.258873 -0.375878 -2.202110 0.04 0.01 0.01
C 1.578507 -0.178292 -1.801442 0.05 0.09 0.00
C -3.272103 -0.088884 -1.469123 -0.08 0.02 0.08
C -4.478021 -0.445393 -2.085915 0.01 -0.02 0.01
C -5.687198 -0.172291 -1.466140 -0.03 0.01 0.03
C -5.733586 0.454824 -0.224921 0.02 -0.04 -0.05
C -4.552410 0.825262 0.422350 0.03 0.00 0.04
C -3.399659 0.521752 -0.239285 -0.13 0.02 -0.11
H 5.688456 1.065634 -2.960919 -0.02 0.01 -0.01
H 4.095338 1.834692 -3.035902 0.03 -0.04 -0.02
H 4.563003 0.639998 -4.252959 0.00 0.01 0.03
H 5.905831 -1.360002 -2.222335 -0.02 -0.02 -0.01
H 4.866133 -1.817498 -3.568979 0.00 0.00 0.04
H 4.450749 -2.329456 -1.927740 0.05 0.07 -0.05
H 5.286133 0.357374 -0.618735 -0.02 -0.01 -0.01
H 3.856481 -0.572193 -0.159409 0.01 0.03 -0.03
H 3.705429 1.136835 -0.624496 0.02 -0.02 0.00
H 3.087025 -1.145609 -4.661349 -0.04 0.00 0.03
H 0.774961 -1.506470 -5.370680 0.01 0.01 0.02
H 1.764042 0.230285 -0.817796 0.02 -0.01 0.01
H -4.464187 -0.937304 -3.052506 0.00 0.01 0.01
H -6.609394 -0.448825 -1.958938 0.00 0.00 0.00
H -6.684777 0.664462 0.247440 0.01 0.00 -0.01
H -4.568243 1.310006 1.391091 0.02 0.00 -0.03
F -1.822297 1.733124 2.367265 -0.21 0.07 0.19
Sb -2.508696 1.526613 4.207439 -0.19 0.26 -0.09
F -1.261724 2.847119 4.677308 0.01 -0.03 0.00
F -3.806577 2.793031 3.744133 0.03 0.00 0.06
F -3.070426 1.251567 5.959519 0.02 -0.01 0.01
F -3.630089 0.160119 3.542590 0.02 0.01 0.01
F -1.123918 0.216177 4.327498 0.16 0.08 0.07
C -3.955522 -4.125654 3.434459 0.00 0.04 -0.02
N -3.397205 -3.210224 2.454838 -0.21 -0.01 -0.08
C -2.403034 -2.346087 2.700794 0.07 -0.18 -0.01
N -1.752618 -2.442221 3.879565 -0.09 0.05 -0.04
O -2.050376 -1.532116 1.815144 -0.12 -0.22 0.27
H -4.712459 -4.734456 2.949567 0.00 0.00 -0.01
H -4.425722 -3.594243 4.265006 0.01 0.00 0.01
H -3.185240 -4.795935 3.816130 0.00 -0.01 0.00
H -3.907537 -3.023193 1.607029 0.03 -0.05 0.03
H -2.188430 -2.939611 4.637847 -0.01 -0.04 -0.03
H -1.250596 -1.608264 4.150662 0.06 -0.02 -0.01
```
Forces are in eV/Å.

Properties
F_max: 0.66 eV/A
charge: +1
spin multiplicity: 2
LUMO energy (spin up / spin down): -3.70 / -4.03 eV

No. 2
DFT (ωB97M-V with the def2-TZVPD basis set) results for a molecular structure, C39H43ClFLiMgN2O11PV.

Structure (XYZ):
```
101
Properties=species:S:1:pos:R:3:forces:R:3
N 1.154845 -2.751340 -2.630193 -1.49 -1.04 0.80
C -0.132542 -2.318306 -1.956549 -0.14 0.69 -0.01
C -0.496402 -0.705934 -2.212920 0.02 -1.94 -0.50
C -1.095074 -0.620620 -3.734973 -0.70 0.25 -0.91
C -2.540247 -1.440494 -3.928010 -0.14 0.62 0.46
C -3.611099 -0.949301 -2.746404 -1.82 1.04 0.63
C -4.520564 0.399541 -2.970982 0.60 -3.67 4.24
C -5.517116 0.820392 -1.696645 2.06 -2.82 0.21
C -5.549866 -0.076998 -0.296091 2.08 -1.45 -2.25
C -4.640229 -1.462361 -0.086056 -0.13 3.18 -3.84
C -3.646330 -1.880088 -1.357866 -2.61 2.18 0.97
O 0.760811 0.020921 -1.988069 -1.61 0.06 -0.53
C 0.702095 1.415171 -2.447052 1.59 0.68 0.12
P -0.866788 2.379287 -1.946693 -0.80 4.14 -4.47
O -1.089652 3.495191 -3.087081 0.64 -3.22 3.22
H 1.617062 -3.436606 -1.968099 -0.62 0.72 -1.50
H 0.875635 -3.274632 -3.511246 0.79 0.75 1.55
H -1.017561 -3.035635 -2.221851 1.45 1.58 0.72
H 0.009975 -2.402189 -0.774218 -0.68 -0.30 -1.97
H -1.248788 -0.423018 -1.361019 1.03 -0.38 -1.86
H -1.328892 0.480291 -4.110097 0.65 -2.13 1.09
H -0.340708 -1.066939 -4.535938 -1.33 0.90 1.94
H -2.958115 -1.167822 -5.009027 0.81 -0.53 2.51
H -2.364391 -2.606933 -3.911513 -0.57 2.39 0.18
H -4.438530 1.010204 -3.968909 -0.28 -1.29 2.29
H -6.152520 1.803709 -1.843812 1.19 -2.40 0.49
H -6.245145 0.246780 0.608001 1.62 -0.65 -2.30
H -4.679795 -2.120466 0.889055 0.11 1.60 -2.21
H -2.988667 -2.834954 -1.191875 -0.73 2.39 -0.40
H 1.623770 1.979551 -1.940007 -1.96 -1.29 -0.96
H 0.883125 1.535569 -3.620702 -0.76 -0.37 2.49
H -2.088383 1.568646 -1.935331 1.23 0.16 0.51
H -0.785702 3.080605 -0.691355 0.36 -1.26 -0.56
Mg 1.354855 -1.679175 0.407348 0.96 1.08 0.04
Cl -4.645145 -4.211528 -1.110299 -1.40 -0.40 -1.82
C -8.574568 -1.023180 -3.770825 -0.94 -0.66 -0.54
C -9.125142 0.405768 -3.618271 2.09 -0.96 -0.60
O -8.107259 1.176422 -3.270883 -0.07 0.89 0.64
H -8.148963 -1.401055 -2.832688 0.77 0.04 0.05
H -9.384129 -1.703658 -4.059587 -0.16 -0.42 -0.21
H -7.802922 -1.084533 -4.548664 -0.11 0.06 0.49
H -9.974703 0.314605 -2.923497 -1.15 0.16 1.23
H -9.643475 0.617691 -4.566553 -0.09 0.31 -0.24
N 2.909548 1.726097 -7.639855 -0.05 0.12 -0.11
C 1.792554 1.976554 -6.886109 0.01 -0.02 0.08
C 1.945852 3.210818 -6.295099 -0.30 -0.25 0.08
C 3.196764 3.725416 -6.711813 0.34 -0.06 -0.21
C 3.769124 2.789397 -7.543802 0.00 0.00 0.01
H 3.073503 0.888240 -8.182761 0.01 0.28 0.18
H 0.987120 1.256317 -6.833694 0.10 0.14 -0.02
H 1.233145 3.689432 -5.636080 0.06 -0.07 -0.10
H 3.632807 4.676680 -6.435325 -0.07 -0.18 -0.06
H 4.712557 2.788398 -8.073234 -0.16 0.00 0.12
C 4.753937 -0.371801 -5.467266 -0.99 1.19 0.46
C 5.632068 -1.472858 -6.036208 1.33 -1.78 -1.32
O 5.517824 -1.665949 -7.278586 -0.07 0.38 1.36
O 6.366050 -2.055364 -5.189594 -0.84 0.70 -0.49
H 4.143323 0.093402 -6.247157 0.28 -0.23 0.17
H 4.085948 -0.785772 -4.706102 0.23 -0.03 0.01
H 5.377931 0.401450 -5.009452 -0.03 -0.22 0.02
O 4.456841 0.865535 3.189597 -0.42 1.54 -3.33
V 4.225297 1.518301 1.575091 -0.48 -0.68 -0.42
O 3.993754 2.171067 -0.039415 0.40 -1.29 3.53
Li -9.574703 -1.367413 -1.739195 0.14 0.55 -0.63
C -3.663253 5.642455 2.760898 0.22 -0.43 0.20
C -2.958199 4.527307 2.547190 -0.19 0.23 0.27
C -2.518323 4.147332 1.190231 0.13 -0.22 -0.02
O -1.874680 3.125809 0.993440 -0.41 0.34 0.43
C -2.886153 5.047719 0.079462 -0.17 0.29 -0.14
C -3.591206 6.162866 0.293170 0.22 -0.30 -0.30
C -4.031083 6.542842 1.650129 -0.56 0.92 0.11
O -4.674726 7.564364 1.846920 0.49 -0.81 -0.12
H -3.994322 5.935382 3.749754 0.00 0.02 -0.04
H -2.679888 3.856904 3.351504 0.01 0.01 -0.04
H -2.555083 4.754792 -0.909394 0.02 0.03 -0.10
H -3.869517 6.833269 -0.511144 0.01 -0.01 0.04
C 3.642124 -5.201100 10.508718 0.23 0.25 -0.13
C 2.559525 -5.110725 9.634179 0.12 0.27 -0.26
C 2.595424 -4.208987 8.569356 -0.02 -0.24 0.27
C 3.712965 -3.385773 8.385253 -0.30 -0.46 0.37
C 4.784826 -3.458834 9.274021 -0.33 -0.50 0.33
C 4.754416 -4.376978 10.331753 -0.27 -0.17 0.03
C 5.947250 -2.560673 9.118615 1.19 0.04 0.83
O 6.890793 -2.626670 9.896816 -0.56 -0.01 -0.40
C 5.952156 -1.576595 8.017867 0.33 0.46 -0.21
C 7.021378 -0.679870 7.893394 0.03 0.19 -0.20
C 7.040348 0.245196 6.847350 -0.18 -0.36 0.27
C 5.999344 0.271244 5.919714 -0.11 -0.14 0.10
C 4.930216 -0.617141 6.044533 0.13 0.13 0.01
C 4.902194 -1.536352 7.101699 0.26 0.47 -0.35
C 3.749729 -2.447633 7.245744 -0.94 0.17 -0.98
O 2.832162 -2.422270 6.433574 0.41 -0.08 0.43
H 3.618101 -5.910324 11.333186 0.02 0.14 -0.15
H 1.687266 -5.744121 9.779627 0.16 0.12 -0.04
H 1.748791 -4.147604 7.887564 0.31 0.10 0.07
H 5.593418 -4.449208 11.021606 -0.13 0.16 -0.26
H 7.839660 -0.695728 8.611565 -0.28 -0.16 -0.10
H 7.868987 0.944062 6.755612 -0.14 -0.14 0.04
H 6.017402 0.986881 5.100596 -0.14 -0.24 0.12
H 4.118660 -0.587661 5.319350 0.22 -0.03 0.21
F -5.974703 -5.974703 -2.410346 1.01 1.15 1.21
```
Forces are in eV/Å.

Properties
F_max: 6.15 eV/A
spin multiplicity: 1
LUMO energy: -5.51 eV